# 1
ORCA calculation (ωB97M-V/def2-TZVPD) on a molecular structure, C21H30F5O4P3PtS.

2S+1: 3
HOMO (spin up / spin down): -6.5 / -7.3 eV
molecular weight: 761.52 g mol⁻¹
frontier orbital gap (spin up / spin down): 0.252 / 0.226 Eh
energy above the lowest of the compared OMol25 structures with the same formula, charge and spin: 0.000 eV
max |F|: 0.38 eV/A

Each line ends with the Löwdin spin population.
Element x y z (Å)
Pt: -0.38798 0.21088 -0.86326  0.87
C: -1.87463 0.48091 -4.19947  0.01
P: -1.26942 -0.61620 -2.88767  0.11
C: -0.29166 -1.86127 -3.76988  0.03
C: -2.77569 -1.51949 -2.35732  0.00
C: -2.49611 -2.29565 -1.06680  0.02
P: -1.88857 -1.16401 0.23957  0.16
C: -1.43866 -2.26134 1.60372  0.03
C: -3.40155 -0.34823 0.83399  0.03
H: -2.41112 -0.10372 -4.94789  0.00
H: -1.03491 0.98672 -4.67340  0.00
H: -2.53214 1.23963 -3.77466  0.00
H: -0.90452 -2.36221 -4.52327  0.01
H: 0.09854 -2.57569 -3.04976  0.00
H: 0.55232 -1.37522 -4.25817  0.00
H: -3.13021 -2.17636 -3.15622  0.00
H: -3.54526 -0.75963 -2.18882  0.00
H: -1.70165 -3.03026 -1.21313  0.00
H: -3.38993 -2.81747 -0.71169  0.00
H: -2.26550 -2.94873 1.79574  0.01
H: -1.24312 -1.67256 2.49790  0.00
H: -0.54596 -2.81019 1.31866  0.00
H: -4.15541 -1.08986 1.10586  0.01
H: -3.79058 0.30735 0.05653  0.00
H: -3.17312 0.26513 1.70362  0.00
F: 6.09616 -2.76603 -0.67685  0.00
C: 4.75369 -2.72813 -0.64782  0.00
C: 4.08128 -1.98463 0.29761  0.00
F: 4.77589 -1.24921 1.18484  0.00
C: 2.69724 -1.97083 0.33138  0.01
F: 2.44201 0.41043 -0.39240  0.06
C: 1.88759 -2.62639 -0.61811  0.01
O: 0.61134 -2.55853 -0.63505  0.09
C: 2.62552 -3.38381 -1.56573  0.00
F: 1.95116 -4.07794 -2.50314  0.00
C: 4.00082 -3.43562 -1.58148  0.00
F: 4.63515 -4.17061 -2.50492  0.00
S: -1.43383 2.32251 -1.32525  0.31
C: -1.44124 3.37527 0.09271  0.03
C: -2.59304 3.53445 0.86359  0.03
C: -2.59365 4.36372 1.97287  0.00
C: -1.44381 5.05697 2.32866  0.03
C: -0.29621 4.91426 1.56153  0.00
C: -0.29457 4.08050 0.45440  0.03
H: -3.48959 2.99641 0.58253  0.00
H: -3.49593 4.47315 2.56115  0.00
H: -1.44509 5.70768 3.19198  0.00
H: 0.60378 5.45321 1.82836  0.00
H: 0.60183 3.95946 -0.13999  0.00
C: 3.09411 2.50462 0.88387  0.00
O: 2.08262 1.72368 1.52313  0.01
P: 1.25843 0.53241 0.81420  0.07
O: 0.50159 0.21781 2.27168  0.01
C: -0.48868 1.12849 2.69276  0.00
O: 2.04697 -1.19606 1.30418  0.01
C: 2.32286 -1.56192 2.69020  0.00
H: 3.36638 3.27047 1.60548  0.00
H: 2.70772 2.96716 -0.02327  0.00
H: 3.95851 1.89148 0.64011  0.00
H: -1.06137 0.63810 3.48094  0.00
H: -1.15106 1.38514 1.86880  0.00
H: -0.03914 2.04115 3.08636  0.00
H: 2.86259 -2.50408 2.65365  0.00
H: 1.37163 -1.66036 3.19712  0.00
H: 2.92715 -0.77693 3.13574  0.00

=====

# 2
ORCA calculation (ωB97M-V/def2-TZVPD) on 3 unconnected molecules or ions with the total composition C21H30FN3O6S in a non-equilibrium geometry.

HOMO: -7.9 eV
molecular weight: 471.55 g mol⁻¹
structure (SMILES): CCCCCCCc1c(N)cc(CCF)c2nsnc12.O=C1OCCO1.O=C1OCCO1
frontier orbital gap: 0.235 Eh
max |F|: 5.98 eV/A

Each line ends with the Löwdin charge.
Element x y z (Å)
C: 6.68896 -2.35734 2.10204  -0.17
C: 6.02607 -0.82301 2.14769  -0.25
C: 5.32954 -0.49629 0.70135  -0.24
C: 5.44366 1.05361 0.19710  -0.23
C: 5.17916 2.19952 1.33080  -0.22
C: 3.96418 1.90499 2.38202  -0.20
C: 2.64432 2.91380 2.18716  -0.16
C: 1.38243 1.88826 1.82085  -0.06
C: 1.25931 1.42592 0.23683  -0.15
N: 2.23864 1.97284 -0.77770  0.02
C: 0.08129 0.37907 -0.22854  0.05
C: -0.93640 -0.15709 0.98009  -0.09
C: -2.15296 -1.25152 0.68338  -0.14
C: -1.70055 -2.63051 1.51435  -0.14
F: -2.01948 -3.87387 0.75848  -0.15
C: -0.79361 0.37240 2.52773  -0.17
N: -1.62103 0.04458 3.75767  -0.32
S: -1.02668 0.88036 5.17415  0.87
N: 0.31725 1.77122 4.49807  -0.31
C: 0.36933 1.41742 3.02800  -0.19
H: 5.99050 -3.13419 1.55478  0.08
H: 7.75026 -2.35517 1.58796  0.07
H: 6.86383 -2.78390 3.20188  0.08
H: 5.14400 -0.90542 2.93939  0.11
H: 6.88024 -0.09002 2.46781  0.11
H: 4.22008 -0.87663 0.72962  0.11
H: 5.88553 -1.16315 -0.11228  0.11
H: 6.55913 1.21264 -0.19750  0.12
H: 4.76008 1.18932 -0.75736  0.09
H: 4.87257 3.18859 0.73560  0.10
H: 6.18767 2.50299 1.89503  0.12
H: 3.57094 0.80571 2.41737  0.10
H: 4.36866 2.15694 3.47342  0.12
H: 2.79120 3.63118 1.27310  0.09
H: 2.40731 3.53688 3.15668  0.11
H: 2.10927 1.56223 -1.73000  0.09
H: 2.27174 3.01638 -0.79292  0.09
H: -0.01926 0.00262 -1.34029  0.10
H: -3.17382 -0.82183 1.06518  0.11
H: -2.12942 -1.44528 -0.48736  0.12
H: -2.26967 -2.56355 2.55744  0.12
H: -0.53581 -2.54408 1.73154  0.13
O: -4.70243 -0.41150 -1.66012  0.12
C: -5.18657 -1.40998 -1.15383  -0.52
O: -5.41891 -1.56251 0.18267  0.04
C: -6.18444 -2.74310 0.33476  -0.13
C: -5.85931 -3.52431 -0.89690  -0.13
O: -5.56569 -2.52107 -1.85054  0.07
H: -5.90358 -3.27205 1.24963  0.14
H: -7.24402 -2.47252 0.39090  0.14
H: -4.97645 -4.15938 -0.76831  0.14
H: -6.69684 -4.14323 -1.23028  0.14
O: -5.70122 1.91518 -7.99605  0.13
C: -5.26875 1.74889 -6.86778  -0.52
O: -4.64188 2.71254 -6.13164  0.06
C: -4.50048 2.20077 -4.81975  -0.14
C: -4.54454 0.72084 -5.02181  -0.14
O: -5.34797 0.57392 -6.17725  0.06
H: -3.55878 2.53231 -4.37372  0.14
H: -5.33210 2.56420 -4.20704  0.14
H: -3.55509 0.29664 -5.22270  0.14
H: -4.98942 0.19773 -4.17087  0.12

=====

# 3
ORCA calculation (ωB97M-V/def2-TZVPD) on a molecular structure, C21H30N10O3PSiTi in a non-equilibrium geometry.

charge: +1
HOMO (spin up / spin down): -10.3 / -10.3 eV
molecular weight: 577.47 g mol⁻¹
frontier orbital gap (spin up / spin down): 0.296 / 0.296 Eh
max |F|: 1.07 eV/A

Each line ends with the Löwdin charge.
Element x y z (Å)
Ti: 0.08020 -0.02386 -0.17111  0.96
C: 2.92081 4.81567 0.88526  -0.02
N: 2.67582 3.39566 0.66185  -0.12
C: 3.63447 2.41962 0.61489  -0.02
C: 2.97992 1.24410 0.38580  -0.08
N: 1.64097 1.49449 0.29216  -0.01
C: 1.47976 2.79741 0.45450  -0.43
P: -0.13213 3.63232 0.61301  1.19
C: -0.89520 2.96949 -0.89070  -0.44
N: -1.01704 1.67529 -1.11645  -0.01
C: -1.71842 1.53877 -2.27884  -0.08
C: -2.03398 2.77820 -2.75255  -0.02
N: -1.51023 3.68113 -1.86501  -0.11
C: -1.61953 5.13043 -1.95815  -0.01
C: -0.87310 2.40036 1.74570  -0.43
N: -0.69228 1.09274 1.66753  0.00
C: -1.33606 0.54545 2.74151  -0.11
C: -1.90218 1.54067 3.48141  -0.03
N: -1.59855 2.71466 2.84417  -0.11
C: -2.03569 4.04306 3.25836  -0.01
H: 3.99389 4.97293 0.93548  0.10
H: 2.46987 5.13940 1.82117  0.09
H: 2.51476 5.40443 0.06609  0.09
H: 4.68092 2.64499 0.72334  0.13
H: 3.37024 0.25118 0.25170  0.12
H: -1.93706 0.56769 -2.68808  0.12
H: -2.56332 3.09225 -3.63507  0.13
H: -2.03996 5.38087 -2.92746  0.10
H: -0.63793 5.59072 -1.87141  0.09
H: -2.27152 5.51932 -1.17789  0.09
H: -1.36769 -0.51858 2.89892  0.11
H: -2.48895 1.51699 4.38313  0.13
H: -2.69824 3.93363 4.11155  0.10
H: -2.57770 4.53122 2.45175  0.09
H: -1.18347 4.65634 3.54410  0.09
N: 1.45922 -3.33105 2.23824  0.12
C: 1.84338 -2.34844 3.12045  -0.05
C: 1.43277 -1.18566 2.55879  -0.11
N: 0.80799 -1.44049 1.35791  0.04
C: 0.84187 -2.75274 1.18262  -0.21
C: 0.35241 -3.52633 0.03337  -0.28
N: -0.10435 -3.02184 -1.07999  0.13
C: -0.36348 -4.09044 -1.89427  -0.11
C: -0.06981 -5.25917 -1.25307  -0.07
N: 0.38602 -4.89323 -0.01295  0.10
H: 1.63673 -4.31237 2.35773  0.16
H: 2.36190 -2.56432 4.03665  0.12
H: 1.53401 -0.18281 2.93566  0.11
H: -0.74446 -3.95756 -2.89257  0.11
H: -0.13313 -6.28968 -1.55519  0.12
H: 0.70091 -5.53606 0.69122  0.15
C: -3.02747 -2.84140 1.39283  -0.15
Si: -3.06678 -1.50069 0.08966  0.28
C: -3.65424 -2.26672 -1.50176  -0.15
C: -4.31670 -0.20504 0.59297  -0.15
O: -1.59670 -0.81080 -0.07101  -0.42
H: -4.02116 -3.28283 1.50509  0.04
H: -2.72439 -2.46862 2.37535  0.02
H: -2.33929 -3.64340 1.11047  0.02
H: -4.67094 -2.64882 -1.37362  0.04
H: -3.01937 -3.09895 -1.81020  0.01
H: -3.67476 -1.53969 -2.31758  0.03
H: -5.27926 -0.66724 0.82723  0.04
H: -4.47973 0.51156 -0.21672  0.03
H: -3.99180 0.35315 1.47542  0.01
O: 1.50883 -0.82738 -1.06743  -0.33
O: 0.76837 0.07316 -1.87860  -0.30

=====

# 4
ORCA calculation (ωB97M-V/def2-TZVPD) on 2 unconnected molecules or ions with the total composition C21H30N2OPS2 in a non-equilibrium geometry.

charge: -1
HOMO: -2.5 eV
molecular weight: 421.59 g mol⁻¹
frontier orbital gap: 0.165 Eh
max |F|: 5.28 eV/A

Each line ends with the Löwdin charge.
Element x y z (Å)
C: 7.42738 -0.12280 3.38167  -0.19
C: 6.44173 -0.60057 2.42810  -0.39
P: 5.99627 0.30504 0.76241  0.26
C: 5.53043 1.19597 -0.87172  -0.42
C: 4.03103 1.85824 -0.84853  -0.33
C: 2.96819 0.80484 -0.27439  -0.56
S: 1.23625 1.03322 -0.92611  0.80
C: 0.18133 0.27170 0.42241  -0.97
S: 0.86780 -0.97227 1.29492  0.68
N: -1.14786 0.87782 0.59922  -0.17
C: -2.23869 -0.08166 0.80518  -0.20
C: -2.44633 -1.03925 1.99990  -0.06
C: -3.61045 -2.03656 2.18619  -0.08
C: -4.70179 -2.07537 1.08514  -0.09
C: -4.54094 -1.12341 -0.12551  -0.08
C: -3.35774 -0.10981 -0.30342  0.03
C: -1.16834 2.03111 1.50547  -0.17
C: -0.70489 3.40683 0.89155  -0.01
C: -0.63887 4.72400 1.70748  -0.07
C: -1.08880 4.71599 3.21216  -0.09
C: -1.54849 3.37235 3.83409  -0.08
C: -1.56420 2.04926 2.99525  0.00
H: 7.05899 0.53391 4.25823  0.02
H: 8.51162 -0.44603 3.23570  0.02
H: 5.84223 -1.56470 2.68284  0.05
H: 5.03201 1.04827 1.54894  -0.02
H: 5.09100 -0.79400 0.50033  -0.05
H: 7.04395 -0.41079 0.02037  -0.06
H: 6.97615 1.33870 1.08858  -0.05
H: 5.49264 0.43355 -1.74277  0.07
H: 6.26299 2.06296 -1.10623  0.07
H: 4.09477 2.83763 -0.23697  0.10
H: 3.74574 2.18437 -1.91730  0.08
H: 2.99393 0.88581 0.86698  0.06
H: 3.27951 -0.26435 -0.55502  0.06
H: -1.63751 -1.03286 2.82154  0.07
H: -3.68496 -2.74640 3.08946  0.09
H: -5.60293 -2.77679 1.14816  0.08
H: -5.32621 -1.11825 -0.96108  0.07
H: -3.25862 0.60449 -1.18240  0.10
H: -0.38287 3.48535 -0.21226  0.08
H: -0.27148 5.71699 1.27179  0.08
H: -1.09318 5.65593 3.86120  0.08
H: -1.88283 3.34545 4.93588  0.08
H: -1.87829 1.09133 3.51727  0.08
C: -3.90176 -1.86857 -3.87609  -0.32
O: -4.59264 -1.10108 -3.23302  0.00
N: -4.30272 -3.08438 -4.34733  -0.21
C: -3.41912 -3.94417 -5.10744  -0.06
C: -5.65572 -3.52923 -4.07811  -0.05
H: -2.85833 -1.62722 -4.13504  0.14
H: -3.85825 -4.12503 -6.09221  0.09
H: -3.30437 -4.89397 -4.57870  0.09
H: -2.43783 -3.48411 -5.23269  0.09
H: -6.36044 -2.80949 -4.50214  0.09
H: -5.80941 -3.57431 -2.99706  0.09
H: -5.82906 -4.51367 -4.51490  0.08